1.
A single C11H20N2O molecule at a distorted geometry, computed with the ωB97M-V functional and the def2-TZVPD basis.

Results
Strongest force on any atom   0.084 hartree/bohr
SMILES string   O=C(N1CCCCC1)N1CCCCC1
Gap between HOMO and LUMO   9.516 eV
Charge   0
Multiplicity   1

Structure (XYZ):
```
34
Properties=species:S:1:pos:R:3:mulliken_charge:R:1
O 1.71491 -0.61780 -1.06177 -0.698
C 0.68911 -0.64940 -0.33148 0.116
N -0.51365 -0.64595 -0.97782 0.301
C -0.37781 -0.13424 -2.37740 -0.979
C -1.66128 0.24934 -3.08262 -0.780
C -2.49946 0.86861 -1.99797 -0.683
C -2.96188 -0.38331 -1.19703 -0.690
C -1.76808 -0.98816 -0.33809 -0.467
N 0.49975 -0.68746 1.00597 0.206
C 0.15336 0.62995 1.64738 -0.961
C 1.37683 1.65042 1.71738 -0.656
C 2.55782 0.85031 2.31556 -0.697
C 2.94388 -0.49828 1.84752 -0.493
C 1.60261 -1.40890 1.68307 -0.830
H 0.39636 -0.66584 -2.83191 0.573
H 0.17481 0.77869 -2.23874 0.423
H -2.10064 -0.61548 -3.46986 0.396
H -1.59874 0.92726 -3.96743 0.327
H -3.42829 1.32678 -2.39917 0.301
H -1.88663 1.71640 -1.79670 0.398
H -3.94983 -0.29511 -0.66460 0.411
H -3.35233 -1.23853 -1.85922 0.324
H -1.91111 -0.60431 0.70486 0.270
H -1.81639 -2.14146 -0.31829 0.228
H -0.15247 0.39255 2.71038 0.419
H -0.73366 0.96549 1.22184 0.471
H 1.22359 2.46484 2.36562 0.444
H 1.73894 1.88479 0.68815 0.267
H 2.18488 0.85299 3.43039 0.237
H 3.43405 1.44225 2.43178 0.391
H 3.39691 -0.50893 0.84957 0.261
H 3.52794 -0.90651 2.64800 0.364
H 1.16549 -1.78536 2.63417 0.392
H 1.93102 -2.22564 1.00847 0.412
```



2.
A molecular structure, C35H56Cu2N5O4 at a distorted geometry, computed with the ωB97M-V functional and the def2-TZVPD basis.

Results
Strongest force on any atom   0.034 hartree/bohr
Gap between HOMO and LUMO   4.283 eV
Charge   +3
Multiplicity   1

Structure (XYZ):
```
102
Properties=species:S:1:pos:R:3:mulliken_charge:R:1
C -3.41933 -0.58189 -7.20309 -0.941
N -3.44250 0.15259 -5.92176 0.031
C -4.46936 0.94333 -5.63974 -0.498
C -4.55819 1.57325 -4.43226 -0.674
C -3.50454 1.44162 -3.52479 0.675
C -2.46742 0.55914 -3.80821 -0.278
C -2.44342 -0.02256 -5.04648 -0.025
C -3.53551 2.12921 -2.21011 0.650
C -3.05846 1.48418 -1.07716 -0.686
C -2.99502 2.22367 0.08845 -0.344
N -3.23965 3.52952 0.09608 0.178
C -3.73233 4.15987 -0.99643 -0.468
C -3.85876 3.47425 -2.17614 -0.745
C -3.07444 4.31503 1.35639 -0.890
H -2.55758 -1.23444 -7.15415 0.300
H -3.26760 0.13214 -8.00753 0.378
H -4.35064 -1.12097 -7.31203 0.386
H -5.22255 1.04730 -6.40893 0.482
H -5.39651 2.22695 -4.23536 0.604
H -1.65198 0.33695 -3.11170 0.256
H -1.57247 -0.58706 -5.35472 0.405
H -2.77639 0.42375 -1.07252 0.621
H -2.62620 1.79667 1.00352 0.514
H -3.93632 5.20955 -0.85639 0.404
H -4.19360 4.02670 -3.04367 0.572
H -3.92188 4.16934 2.02569 0.349
H -2.92151 5.35766 1.10602 0.317
H -2.20170 3.98027 1.90389 0.347
C 7.64479 3.62903 3.94004 -0.817
N 6.97668 2.98857 2.76904 0.033
C 5.64550 3.05775 2.62818 -0.153
C 5.02428 2.53537 1.53596 -0.904
C 5.73965 1.77210 0.61175 0.895
C 7.07283 1.57140 0.88911 -0.753
C 7.69585 2.25480 1.90130 -0.306
C 5.07439 1.13267 -0.52211 1.267
C 3.75348 0.76520 -0.51726 -0.519
C 3.22839 0.12217 -1.60878 -0.411
N 3.98631 -0.16137 -2.66591 0.266
C 5.22173 0.28437 -2.75507 -0.472
C 5.78577 0.94169 -1.69878 -0.748
C 3.35580 -0.90620 -3.77518 -0.648
H 6.98158 4.37508 4.35097 0.267
H 8.60835 4.01575 3.62560 0.359
H 7.86205 2.84364 4.66456 0.377
H 5.11295 3.61589 3.38474 0.375
H 3.95648 2.64832 1.40665 0.563
H 7.68192 0.93235 0.26153 0.513
H 8.75508 2.12518 2.07638 0.451
H 3.10896 0.86554 0.35092 0.237
H 2.22134 -0.24841 -1.63648 0.479
H 5.73989 0.12578 -3.68906 0.440
H 6.82505 1.22547 -1.80010 0.547
H 2.61437 -1.57487 -3.33641 -0.062
H 4.13101 -1.49160 -4.26248 0.478
H 2.87517 -0.19988 -4.43820 0.288
Cu -0.21021 -2.24123 -3.50572 0.118
Cu 0.07931 -0.85093 -1.26401 1.639
C -1.19971 -1.02206 6.33527 -1.363
C -0.19338 -1.19145 5.19055 -0.458
C -0.70874 -2.04194 4.02023 -0.175
C -2.03925 -1.56467 3.53899 -0.915
N -2.59025 -2.37251 2.39676 0.701
C -3.95788 -1.97749 2.03513 -0.374
C -4.55258 -3.17720 1.36418 -0.678
C -3.90903 -4.38798 2.08036 -0.750
C -2.72674 -3.82724 2.83823 -0.720
C -1.72109 -2.27268 1.21541 -0.835
H -0.67817 -0.58663 7.19435 0.428
H -1.57630 -1.97033 6.73374 0.310
H -2.04017 -0.36152 6.12508 0.323
H 0.75408 -1.57297 5.56379 0.504
H 0.03647 -0.19066 4.79496 0.120
H -0.72801 -3.06432 4.40873 0.393
H 0.02842 -1.99133 3.21638 0.136
H -1.94156 -0.54744 3.15420 0.181
H -2.78731 -1.65002 4.32496 0.526
H -3.91488 -1.09047 1.39104 0.049
H -4.49005 -1.59043 2.90576 0.553
H -4.33195 -3.26245 0.29965 0.258
H -5.64122 -3.12373 1.37214 0.483
H -3.58703 -5.08811 1.31474 0.348
H -4.59787 -4.89533 2.74774 0.351
H -1.75697 -4.25014 2.60272 0.419
H -2.91399 -3.87792 3.90576 0.415
H -1.68483 -1.23718 0.89019 -0.533
H -2.16176 -2.83107 0.39033 0.458
H -0.75774 -2.72177 1.41675 0.562
C 0.42035 0.85606 1.77592 -0.690
O 0.36125 0.34547 0.50474 -1.013
H 1.14264 0.30038 2.40120 0.282
H 0.76048 1.92060 1.79501 0.340
H -0.58949 0.85785 2.24100 -0.021
C 2.37527 -3.65972 -1.77013 -0.869
O 1.26250 -2.83139 -1.81462 -0.749
H 3.32507 -3.22375 -2.15211 0.207
H 2.60972 -3.90351 -0.71269 0.186
H 2.16337 -4.61596 -2.26529 0.263
O 0.54869 -0.21493 -3.41488 -0.727
H 0.27259 0.50677 -3.97349 -0.086
O -1.82340 -1.73314 -1.98646 -0.494
H -2.61243 -2.16540 -2.30441 -0.066
```